Record 1
One molecule with the formula C2H3NO3 at a distorted geometry, computed with the ωB97M-V functional and the def2-TZVPD basis.

CARTESIAN COORDINATES (ANGSTROEM)
O1 -0.77910 -1.09708 -1.63036
C1 -0.84158 -0.84142 -0.47661
N1 0.00832 0.07508 0.16501
O2 -0.28683 0.28406 1.49113
C2 0.84133 0.93323 -0.44862
O3 1.03601 0.96157 -1.63023
H1 -1.52609 -1.32235 0.24727
H2 0.12492 -0.50959 1.89769
H3 1.42301 1.51651 0.38472

## Properties
Orbital gap ... 10.4 eV
LUMO ... 0.300 eV
Spin multiplicity ... 1
Structure (SMILES) ... O=CN(O)C=O
DFT total energy ... -358.4172 Eh

Record 2
One molecule with the formula C2H3NO3S at a distorted geometry, computed with the ωB97M-V functional and the def2-TZVPD basis.

CARTESIAN COORDINATES (ANGSTROEM)
O1 -2.20798 -0.03470 1.26303
S1 -1.29744 -0.03641 0.20242
O2 -1.81437 -0.11872 -1.14521
C1 0.08746 -1.23960 0.09888
N1 1.18551 -0.66420 -0.01161
C2 1.05014 0.76837 -0.05651
O3 -0.21474 1.30358 0.25340
H1 -0.01008 -2.37126 0.03900
H2 2.01109 1.24941 0.50658
H3 1.21042 1.14352 -1.14998

## Properties
Orbital gap ... 11.3 eV
LUMO ... 0.214 eV
Spin multiplicity ... 1
Structure (SMILES) ... O=S1(=O)C=NCO1
DFT total energy ... -756.5940 Eh

Record 3
C2H3NO3S as an isolated structure at a distorted geometry, computed with the ωB97M-V functional and the def2-TZVPD basis.

CARTESIAN COORDINATES (ANGSTROEM)
C1 0.17015 -0.73630 -0.57514
C2 -0.68907 0.05393 0.39319
N1 1.24178 0.10761 -0.74790
O1 0.17223 -1.80769 -1.09026
O2 1.51185 1.40247 1.47799
O3 0.28622 2.52149 -0.31254
S1 0.68867 1.29716 0.36360
H1 -1.45336 0.47644 -0.12263
H2 -0.91016 -0.44017 1.34400
H3 1.83642 0.22763 -1.52364

## Properties
Orbital gap (spin up / spin down) ... 6.3 / 7.3 eV
<S²> ... 2.006
LUMO (spin up / spin down) ... 0.617 / -3.589 eV
Spin multiplicity ... 3
DFT total energy ... -756.4412 Eh

Record 4
One molecule with the formula C2H3NO3S at a distorted geometry, computed with the ωB97M-V functional and the def2-TZVPD basis.

CARTESIAN COORDINATES (ANGSTROEM)
C1 1.23028 0.20376 -0.27011
C2 -0.00491 0.86725 -0.62918
N1 2.17431 -0.32454 0.13723
O1 4.12349 1.23320 0.55393
O2 4.72521 -1.04695 1.06771
O3 4.69337 -0.35773 -1.28821
S1 4.33119 -0.10328 0.09430
H1 0.33717 1.72593 -1.02700
H2 -0.80311 0.83414 0.19080
H3 -0.32672 0.43433 -1.53724

## Properties
Orbital gap (spin up / spin down) ... 6.8 / 7.2 eV
<S²> ... 2.019
LUMO (spin up / spin down) ... 0.521 / -4.650 eV
Spin multiplicity ... 3
DFT total energy ... -756.4353 Eh

Record 5
C2H3NO4 as an isolated structure at a distorted geometry, computed with the ωB97M-V functional and the def2-TZVPD basis.

CARTESIAN COORDINATES (ANGSTROEM)
C1 0.27365 -0.30890 0.17724
C2 -0.21526 0.95508 -0.00781
N1 -1.21303 -1.24599 -0.09137
O1 -1.57113 1.18818 -0.04219
O2 -2.07077 -0.40845 0.37764
O3 1.35710 -1.07592 0.16312
O4 0.64777 2.05911 0.05720
H1 -1.15710 -1.41310 -1.02411
H2 1.90187 -1.22659 0.96301
H3 0.16173 2.87999 -0.10349

## Properties
Orbital gap (spin up / spin down) ... 7.9 / 7.9 eV
LUMO (spin up / spin down) ... -0.628 / -0.628 eV
Spin multiplicity ... 1
DFT total energy ... -433.4766 Eh

Record 6
One molecule with the formula C2H3NO4S at a distorted geometry, computed with the ωB97M-V functional and the def2-TZVPD basis.

CARTESIAN COORDINATES (ANGSTROEM)
N1 0.60975 -0.45342 -1.55899
S1 0.80061 -1.21866 -0.08402
O1 0.87447 -2.62993 -0.38568
O2 -0.16699 -0.70058 0.84529
C1 2.54998 -0.67116 0.58028
O3 2.16994 0.55889 1.28471
C2 2.71493 0.63379 0.08100
O4 2.93851 1.40490 -0.80734
H1 1.07394 0.41609 -1.63921
H2 0.64886 -1.03697 -2.36784
H3 3.19468 -1.55367 0.77294

## Properties
Orbital gap ... 11.4 eV
LUMO ... 0.236 eV
Spin multiplicity ... 1
Structure (SMILES) ... NS(=O)(=O)[C@@H]1OC1=O
DFT total energy ... -831.8154 Eh

Record 7
A 2-piece molecular cluster, C2H3NOS overall at a distorted geometry, computed with the ωB97M-V functional and the def2-TZVPD basis.

CARTESIAN COORDINATES (ANGSTROEM)
N1 2.24091 -0.32515 0.58630
C1 3.11238 0.30074 0.08959
O1 3.97983 0.91734 -0.32604
H1 1.54501 -0.95693 0.11425
C2 -0.88597 0.88707 -0.11490
S1 -0.55385 2.47905 0.09853
H2 -1.47916 0.62266 -0.87592
H3 -0.51705 0.04918 0.39814

## Properties
Orbital gap ... 8.4 eV
LUMO ... -0.726 eV
Spin multiplicity ... 1
Structure (SMILES) ... N=C=O.C=S
DFT total energy ... -606.1388 Eh

Record 8
One molecule with the formula C2H3NOS at a distorted geometry, computed with the ωB97M-V functional and the def2-TZVPD basis.

CARTESIAN COORDINATES (ANGSTROEM)
C1 -0.45353 -1.18183 -0.05035
C2 0.91631 0.66816 0.03632
N1 0.66912 -0.60241 0.11482
O1 -1.15516 1.21796 -0.01030
S1 -1.82985 -0.15354 -0.01129
H1 -0.58402 -2.24817 -0.06191
H2 1.33697 1.15986 0.90648
H3 1.10016 1.13998 -0.92377

## Properties
Orbital gap (spin up / spin down) ... 8.1 / 8.1 eV
LUMO (spin up / spin down) ... 0.225 / 0.225 eV
Spin multiplicity ... 1
DFT total energy ... -606.1003 Eh